148
Properties=species:S:1:pos:R:3:forces:R:3 method="wB97M-V/def2-TZVPD" homo_energy_ha=-0.31548 smiles="CCCc1c(CCOCC)c(CP(=O)(O)O)cc2c1C(=O)c1c(COCC)c([PH2]=S)cc(C[C@H](C)Br)c1C2=O.CN(C)C=O.CN(C)C=O.CN(C)C=O.CN(C)C=O.CN(C)C=O.CN(C)C=O" spin_multiplicity=1 gap_ev=7.65 total_energy_ha=-6761.7047
C 4.291552 -0.073455 -0.855457 0.6 -0.6 -0.5
C 3.500167 -0.275810 -2.188597 0.5 0.1 -0.2
C 2.492067 0.879476 -2.568832 -0.5 -0.6 -0.2
C 1.699545 1.525486 -1.392468 -0.9 0.5 1.2
C 2.230714 2.654517 -0.574971 -2.1 -0.4 0.9
C 3.640051 3.253805 -0.788732 -0.1 0.5 -0.6
C 3.892940 3.766739 -2.272347 1.1 -0.5 1.1
O 4.943876 2.919279 -2.777222 -0.9 0.9 -0.6
C 5.280338 3.265261 -4.118481 1.0 -1.5 -1.0
C 6.602325 2.459172 -4.453089 -0.5 -0.3 1.1
C 1.373876 3.232010 0.489823 -0.7 -1.2 -0.7
C 1.813800 4.452352 1.382039 -0.5 -0.9 -0.9
P 1.166050 6.080934 0.710682 -1.8 2.6 1.8
O 0.492118 6.873383 1.797877 1.1 -1.7 -1.3
O 0.018028 5.849093 -0.498377 2.3 0.1 0.7
O 2.370938 7.037659 0.052853 -1.3 -1.9 -0.3
C 0.027236 2.705189 0.790149 1.6 -1.2 -1.9
C -0.456905 1.579571 0.017159 1.2 0.5 -0.8
C 0.356520 0.998872 -1.078966 0.5 1.5 1.3
C -0.287824 -0.190659 -1.815619 -0.9 0.3 0.2
O 0.293513 -1.164480 -2.233608 0.0 0.8 0.2
C -1.844549 -0.116098 -1.972851 -2.3 0.4 -0.2
C -2.533678 -0.598571 -3.173448 -1.1 0.7 1.0
C -1.740485 -1.184093 -4.397424 0.1 0.9 1.2
O -1.426868 -2.538031 -4.089094 -0.5 0.6 -1.4
C -1.896858 -3.452345 -5.086788 -0.7 -1.8 0.3
C -2.235408 -4.822270 -4.348376 0.6 0.6 -0.6
C -4.017911 -0.503731 -3.218530 0.6 1.2 1.5
P -5.003243 -1.046902 -4.706784 -0.1 -0.5 0.8
S -5.444619 -2.937136 -4.741484 0.1 0.1 -0.1
C -4.797826 0.040367 -2.104076 2.9 -0.1 0.1
C -4.106065 0.537381 -0.893351 0.3 -1.0 -1.9
C -5.004581 1.090080 0.236344 -0.3 -0.3 0.2
C -5.972342 0.000643 0.853010 -0.4 0.7 0.6
C -6.603925 0.483030 2.229063 -0.6 0.0 -0.8
Br -5.047703 -1.717954 1.206740 -0.1 0.6 -0.3
C -2.657141 0.458878 -0.871860 -0.3 -0.5 -0.7
C -1.866582 0.988699 0.338967 1.2 0.3 -0.4
O -2.238901 0.981475 1.492624 -0.2 0.0 -0.8
H 4.780587 -1.055560 -0.613665 -0.5 0.8 0.0
H 3.664755 0.241122 0.011774 0.5 -0.2 -0.7
H 5.145904 0.631501 -1.034382 -0.9 -0.4 0.4
H 3.006009 -1.281712 -2.221201 0.1 1.0 0.3
H 4.269466 -0.303151 -3.009637 -0.8 0.0 0.6
H 1.723988 0.405724 -3.238669 0.8 0.5 0.5
H 3.043468 1.607093 -3.204408 -0.5 -0.3 0.8
H 4.453161 2.526787 -0.529875 -0.9 0.5 -0.4
H 3.844421 4.144498 -0.138575 -0.6 -0.9 -0.4
H 4.333595 4.798806 -2.228854 -0.7 -0.6 -0.1
H 2.972270 3.734976 -2.903251 0.6 0.1 0.4
H 4.505788 2.861771 -4.831870 0.3 0.7 0.6
H 5.415459 4.365522 -4.255978 -0.1 -0.7 0.2
H 7.164676 2.407204 -3.479964 -0.1 0.3 -1.0
H 7.207219 2.935244 -5.255849 -0.4 -0.4 0.6
H 6.365715 1.381210 -4.701306 0.2 1.5 0.0
H 1.285154 4.316195 2.361445 0.5 0.5 -0.9
H 2.908174 4.466373 1.579427 -0.8 0.2 -0.2
H 0.363377 6.159995 -1.351670 -0.3 -0.4 0.1
H 2.001280 7.430486 -0.755132 0.4 0.2 0.3
H -0.610604 3.147968 1.587791 0.6 -0.4 -0.7
H -2.299934 -1.070099 -5.358802 0.3 -0.2 0.9
H -0.822886 -0.542222 -4.502545 -0.5 -0.8 0.0
H -2.848083 -3.112031 -5.567157 0.8 0.0 0.4
H -1.146204 -3.676512 -5.884702 -0.3 0.6 0.6
H -3.310670 -5.075265 -4.505692 0.9 0.1 0.3
H -1.573447 -5.618905 -4.767708 -0.7 0.4 0.4
H -1.984127 -4.705561 -3.268074 -0.4 -0.1 -0.8
H -4.288160 -0.574026 -5.846104 -0.4 0.2 0.4
H -6.234857 -0.312487 -4.649268 0.9 0.3 0.0
H -5.904269 0.087308 -2.158188 0.9 0.0 0.0
H -5.658299 1.901416 -0.189338 0.5 -0.7 0.3
H -4.455869 1.543607 1.090082 0.0 -0.4 -0.9
H -6.811342 -0.213607 0.145230 0.9 -0.1 0.5
H -7.673942 0.740609 2.010490 0.9 0.0 0.3
H -6.083844 1.386253 2.624651 -0.3 -0.8 -0.2
H -6.635880 -0.332662 2.986968 0.2 0.7 -0.6
C 3.685980 0.524397 -9.417582 0.3 0.1 0.0
N 4.618675 0.676002 -8.318707 -0.3 -0.2 0.2
C 5.889991 1.335359 -8.557991 0.0 -0.1 0.3
C 4.342749 0.221913 -7.074138 -0.1 0.0 -0.2
O 5.083388 0.319754 -6.115717 0.0 0.0 -0.2
H 4.156851 -0.059305 -10.211772 -0.2 0.0 -0.1
H 3.419241 1.511450 -9.802324 -0.1 -0.1 -0.1
H 2.781289 0.013962 -9.089455 0.1 0.0 0.1
H 6.704102 0.649056 -8.317554 0.1 0.1 0.0
H 5.970779 2.210635 -7.910314 0.1 0.0 -0.1
H 5.966506 1.642824 -9.599344 -0.1 -0.1 0.0
H 3.354926 -0.261578 -6.998676 0.0 0.0 -0.1
C -0.448076 2.857437 6.094201 0.1 0.3 0.0
N 0.986844 3.062733 6.033900 0.0 -0.4 0.0
C 1.497949 4.398617 5.799075 0.2 -0.1 0.0
C 1.864552 2.049958 6.189732 -0.3 0.1 0.0
O 3.075866 2.162895 6.154599 0.0 0.3 0.0
H -0.895819 3.163777 5.146118 -0.1 -0.1 0.1
H -0.863766 3.461380 6.903686 -0.1 -0.1 -0.1
H -0.681586 1.809021 6.275570 0.1 0.0 0.0
H 2.099736 4.398255 4.887673 0.0 0.2 0.1
H 2.132592 4.688297 6.639185 0.0 0.1 -0.1
H 0.679101 5.108388 5.695662 0.0 -0.1 0.0
H 1.376262 1.076357 6.358705 -0.1 0.0 0.0
C -5.396260 -7.034318 0.637325 0.0 0.3 -0.1
N -6.104412 -6.166743 -0.284490 -0.3 -0.3 0.0
C -5.602599 -4.823779 -0.516711 -0.3 -0.1 -0.3
C -7.218976 -6.570375 -0.935057 0.2 0.1 0.1
O -7.858445 -5.894952 -1.717886 0.0 0.1 0.0
H -5.377380 -6.567557 1.625606 0.1 -0.1 0.0
H -4.373809 -7.175853 0.282124 0.0 -0.2 0.2
H -5.883323 -8.005019 0.710711 0.1 0.0 -0.1
H -6.371688 -4.100481 -0.242463 0.1 0.1 -0.1
H -5.372929 -4.703144 -1.577735 0.0 0.2 0.1
H -4.705949 -4.645941 0.073986 -0.1 -0.1 0.0
H -7.511983 -7.604567 -0.686412 0.1 0.0 0.1
C 4.956474 -0.111944 5.377839 0.2 -0.2 -0.1
N 5.688850 0.122528 4.153359 0.1 0.4 0.1
C 5.926027 -0.981027 3.250593 0.1 0.1 -0.3
C 6.155456 1.348903 3.823018 -0.1 -0.1 0.1
O 6.774151 1.613423 2.808816 0.0 -0.1 -0.1
H 5.489493 -0.848650 5.985454 -0.1 0.0 0.0
H 3.962778 -0.493049 5.131685 0.0 0.0 0.2
H 4.853539 0.810337 5.942327 -0.1 -0.1 -0.1
H 7.000356 -1.117644 3.110225 -0.1 -0.1 -0.1
H 5.478913 -0.753063 2.280348 0.1 -0.1 -0.1
H 5.493103 -1.900721 3.640155 0.0 0.1 0.1
H 5.918558 2.117323 4.576580 -0.1 -0.1 0.1
C 2.738418 8.354890 8.238821 0.0 -0.2 0.3
N 1.714795 7.581657 8.913600 -0.2 0.1 -0.3
C 2.010367 6.999822 10.210273 -0.3 -0.1 -0.1
C 0.489292 7.384184 8.371912 0.1 0.1 0.0
O -0.410593 6.748064 8.882994 0.1 -0.1 0.1
H 3.612978 7.722989 8.067433 0.1 0.1 -0.1
H 3.021296 9.203194 8.866355 0.1 0.0 -0.1
H 2.374621 8.726211 7.281450 0.0 -0.1 0.1
H 1.894541 5.915681 10.155079 0.0 0.0 0.1
H 1.306420 7.387159 10.949220 0.1 -0.1 0.1
H 3.027561 7.243891 10.511244 0.0 0.0 -0.1
H 0.369213 7.867176 7.387956 0.1 0.0 0.0
C -6.533502 -13.272251 0.046916 -0.2 0.2 0.1
N -6.214803 -11.915217 0.443396 0.4 -0.1 -0.1
C -7.250989 -11.094207 1.042560 0.3 0.2 0.0
C -4.979359 -11.387692 0.272330 -0.1 -0.2 0.0
O -4.651883 -10.260070 0.583523 -0.2 0.1 0.1
H -7.335897 -13.252035 -0.694057 0.0 -0.2 0.0
H -6.862953 -13.835512 0.923064 0.0 -0.1 -0.1
H -5.662562 -13.763574 -0.385061 0.0 0.1 0.0
H -7.404193 -10.202342 0.431438 -0.1 0.0 0.1
H -6.933805 -10.782222 2.039633 -0.1 0.1 0.0
H -8.182491 -11.652636 1.113453 0.1 0.0 0.0
H -4.268836 -12.092113 -0.189953 0.0 -0.1 0.0